1.
{
  "formula": "C42H39CuF6N3O4STe",
  "method": "ωB97M-V/def2-TZVPD",
  "elements": ["Cu", "C", "C", "C", "C", "C", "O", "C", "C", "C", "C", "C", "C", "C", "O", "C", "C", "C", "N", "C", "C", "Te", "C", "C", "C", "C", "C", "C", "C", "C", "C", "C", "C", "C", "H", "H", "H", "H", "H", "H", "H", "H", "H", "H", "H", "H", "H", "H", "H", "H", "H", "H", "H", "H", "H", "H", "H", "H", "C", "S", "C", "O", "H", "H", "H", "H", "H", "H", "C", "C", "O", "C", "F", "F", "F", "C", "F", "F", "F", "H", "H", "H", "N", "C", "N", "C", "C", "C", "C", "C", "C", "H", "H", "H", "H", "H", "H"],
  "xyz": [[0.08524, 0.05668, -0.28206], [3.90552, 0.45008, 5.70379], [2.89273, 0.21512, 4.61108], [1.56403, -0.06411, 4.88970], [0.62263, -0.27217, 3.89018], [-0.76124, -0.61772, 4.32394], [-1.39918, -1.53517, 3.84572], [-1.36209, 0.19614, 5.43878], [-2.33635, -0.39416, 6.23997], [-2.89232, 0.30318, 7.29987], [-2.49121, 1.60808, 7.55789], [-1.55382, 2.21933, 6.73654], [-0.98819, 1.51671, 5.68342], [0.98530, -0.21038, 2.50526], [0.06914, -0.31795, 1.60241], [2.36955, 0.00715, 2.22644], [3.25988, 0.24190, 3.28022], [2.92390, -0.10438, 0.87115], [2.20739, -0.28152, -0.17936], [2.84201, -0.54574, -1.47671], [3.14383, -2.03814, -1.67299], [1.60558, -3.38721, -0.99244], [2.56118, -3.76972, 0.86207], [3.79227, -4.41974, 0.90849], [4.42945, -4.62466, 2.12443], [3.84139, -4.18057, 3.30323], [2.60860, -3.54441, 3.26133], [1.96456, -3.34537, 2.04636], [4.42418, -0.09293, 0.76911], [5.14085, -1.23778, 1.09820], [6.52334, -1.25148, 0.98757], [7.19654, -0.12089, 0.54421], [6.48488, 1.02782, 0.22889], [5.10174, 1.04336, 0.34184], [3.41865, 0.53388, 6.67530], [4.47157, 1.36512, 5.52246], [4.62307, -0.37217, 5.75795], [1.24681, -0.15215, 5.92335], [-2.63637, -1.41130, 6.02125], [-3.63519, -0.17108, 7.92848], [-2.91270, 2.14895, 8.39575], [-1.25899, 3.24497, 6.92013], [-0.26669, 1.99862, 5.03623], [4.29744, 0.44199, 3.04651], [3.78899, -0.01277, -1.57863], [2.15533, -0.17385, -2.23023], [4.02751, -2.31471, -1.09865], [3.33369, -2.24306, -2.72525], [4.25232, -4.76745, -0.00915], [5.38505, -5.13453, 2.15297], [4.34501, -4.33227, 4.24952], [2.14493, -3.19300, 4.17542], [1.00236, -2.84474, 2.01972], [4.60928, -2.11282, 1.45169], [7.07624, -2.14302, 1.25600], [8.27534, -0.13550, 0.45339], [7.00402, 1.91649, -0.10689], [4.54132, 1.93993, 0.10266], [-2.71897, -3.67094, 0.15461], [-1.80972, -2.24651, 0.80365], [-3.27120, -1.34618, 1.35457], [-1.38035, -1.52841, -0.45774], [-3.19236, -4.17639, 0.99732], [-2.00074, -4.33767, -0.32006], [-3.45568, -3.32987, -0.57108], [-3.71762, -1.88653, 2.18880], [-3.95110, -1.25657, 0.50883], [-2.94609, -0.36012, 1.68216], [-0.43709, -1.31201, -3.51276], [-0.52805, 0.19264, -3.23053], [0.10441, 0.62268, -2.10418], [-2.04002, 0.58462, -3.28272], [-2.62749, 0.19218, -4.43435], [-2.74004, 0.03151, -2.29024], [-2.23303, 1.91915, -3.19233], [0.18772, 0.94008, -4.39690], [0.18688, 2.27562, -4.22994], [-0.32651, 0.69717, -5.61517], [1.47956, 0.55813, -4.44285], [-0.94808, -1.83970, -2.70777], [0.61401, -1.60010, -3.52976], [-0.89317, -1.56396, -4.46819], [-1.89639, 3.90929, -0.51631], [-1.05539, 2.89212, -0.82534], [-0.93437, 2.02617, 0.14331], [-1.74474, 2.49574, 1.17210], [-1.98498, 1.98943, 2.44611], [-2.86456, 2.67466, 3.26202], [-3.49213, 3.85321, 2.83385], [-3.25059, 4.38035, 1.57953], [-2.36898, 3.68373, 0.76250], [-2.14501, 4.66805, -1.12428], [-0.55028, 2.80787, -1.77317], [-1.48602, 1.08583, 2.76625], [-3.07344, 2.29861, 4.25588], [-4.17603, 4.35975, 3.50232], [-3.73093, 5.29328, 1.24967]],
  "atomic_forces_ev_per_a": [[0.211, 0.006, 0.224], [-0.026, -0.085, -0.096], [0.088, 0.024, 0.130], [-0.052, -0.061, -0.086], [-0.003, -0.065, -0.120], [-0.012, 0.071, -0.020], [0.014, -0.041, -0.088], [0.031, 0.058, 0.115], [0.012, -0.061, -0.032], [-0.021, -0.010, -0.005], [-0.009, 0.008, -0.045], [0.006, 0.021, 0.048], [0.085, -0.115, 0.034], [-0.042, 0.160, 0.187], [-0.050, -0.134, 0.148], [-0.066, 0.088, -0.018], [-0.047, -0.033, -0.075], [0.104, -0.047, -0.091], [-0.282, 0.325, -0.134], [0.034, -0.244, 0.100], [-0.182, 0.325, 0.110], [0.248, -0.150, 0.041], [-0.120, 0.014, -0.083], [-0.045, -0.104, -0.035], [0.004, -0.032, 0.027], [-0.002, 0.021, -0.064], [0.020, -0.026, 0.075], [-0.030, 0.034, -0.076], [0.025, -0.049, -0.078], [-0.032, 0.022, 0.069], [0.001, 0.040, -0.023], [0.027, -0.036, 0.034], [-0.019, 0.039, -0.017], [-0.050, 0.009, 0.059], [0.019, 0.023, 0.000], [-0.008, 0.007, 0.040], [0.000, 0.017, 0.028], [-0.018, 0.103, 0.018], [0.009, 0.009, 0.016], [0.013, 0.003, 0.002], [-0.015, 0.008, -0.021], [-0.004, -0.013, -0.015], [0.035, -0.017, 0.034], [0.011, -0.014, -0.016], [-0.035, 0.085, -0.010], [0.025, -0.063, -0.028], [-0.012, -0.123, -0.049], [-0.005, -0.039, 0.011], [0.001, -0.004, 0.016], [-0.009, 0.014, -0.008], [-0.014, -0.001, 0.005], [-0.008, 0.014, -0.020], [0.038, 0.007, 0.012], [0.045, 0.061, 0.023], [-0.016, -0.014, -0.026], [-0.014, 0.023, 0.003], [0.009, -0.016, 0.003], [0.017, -0.006, -0.027], [0.188, 0.141, 0.198], [-0.438, -0.244, -0.242], [0.251, -0.051, 0.049], [0.049, 0.283, 0.011], [-0.021, -0.024, -0.059], [0.022, 0.044, 0.021], [0.011, 0.026, 0.009], [0.000, 0.051, 0.000], [-0.009, -0.018, -0.012], [0.039, -0.079, 0.021], [-0.056, 0.059, 0.164], [0.030, 0.121, -0.405], [-0.307, -0.133, 0.028], [0.020, 0.050, -0.133], [0.037, 0.043, 0.118], [0.097, -0.023, 0.128], [-0.026, -0.051, -0.045], [0.105, -0.004, 0.049], [0.009, -0.082, -0.007], [-0.010, -0.012, 0.063], [-0.025, 0.025, -0.024], [0.067, -0.021, -0.026], [-0.020, -0.008, 0.019], [0.021, -0.050, -0.020], [-0.002, 0.039, 0.030], [0.069, 0.088, 0.057], [0.111, -0.273, -0.052], [-0.057, 0.182, -0.053], [-0.008, -0.052, 0.026], [-0.054, -0.003, -0.017], [0.013, -0.023, -0.036], [-0.045, 0.094, -0.037], [0.077, -0.166, 0.095], [0.010, -0.006, -0.048], [-0.007, -0.005, 0.036], [-0.036, 0.042, -0.057], [-0.003, 0.009, -0.055], [0.000, 0.009, -0.014], [0.014, -0.014, 0.015]],
  "lowdin_charge": [0.614, -0.048, -0.263, 0.002, -0.082, -0.315, 0.073, -0.163, -0.014, -0.074, -0.082, -0.077, -0.059, -0.279, -0.169, -0.060, 0.025, -0.170, 0.057, -0.263, -0.440, 1.327, -0.549, -0.168, -0.103, -0.085, -0.071, -0.133, -0.208, -0.028, -0.059, -0.083, -0.073, -0.035, 0.073, 0.078, 0.078, 0.129, 0.117, 0.103, 0.103, 0.107, 0.124, 0.124, 0.113, 0.075, 0.032, 0.047, 0.098, 0.104, 0.102, 0.107, 0.079, 0.092, 0.106, 0.102, 0.104, 0.127, -0.230, 0.874, -0.215, -0.608, 0.059, 0.047, 0.060, 0.063, 0.064, 0.035, 0.013, -0.444, -0.211, -0.541, 0.140, 0.154, 0.131, -0.548, 0.143, 0.149, 0.140, 0.066, 0.075, 0.097, 0.142, -0.135, 0.113, -0.192, -0.008, -0.072, -0.086, -0.021, -0.189, 0.161, 0.121, 0.081, 0.094, 0.101, 0.108],
  "gap_ha": [0.28403, 0.28252],
  "relative_energy_kj_mol": 15.1,
  "s2": 0.752,
  "multiplicity": 2
}

---

2.
{
  "formula": "C42H39GeN8Sn",
  "method": "ωB97M-V/def2-TZVPD",
  "elements": ["Sn", "C", "C", "N", "C", "C", "C", "C", "C", "C", "C", "N", "C", "C", "C", "C", "C", "C", "C", "C", "N", "C", "H", "H", "H", "H", "H", "H", "H", "H", "H", "H", "H", "H", "N", "C", "C", "C", "C", "C", "C", "C", "C", "N", "C", "H", "H", "H", "H", "H", "H", "H", "H", "C", "Ge", "C", "C", "C", "H", "H", "H", "H", "H", "H", "H", "H", "H", "H", "C", "C", "N", "C", "C", "C", "C", "C", "C", "C", "C", "N", "C", "N", "H", "H", "H", "H", "H", "H", "H", "H", "H"],
  "xyz": [[0.10022, -0.12989, -0.24069], [-1.15659, 3.67035, 3.04990], [-0.43358, 2.47433, 2.84477], [-0.88765, 1.46552, 2.14812], [-2.12452, 1.56437, 1.59041], [-2.92055, 2.72180, 1.72414], [-2.39099, 3.79114, 2.48510], [-4.19380, 2.77088, 1.11054], [-4.64125, 1.70127, 0.39091], [-3.84599, 0.54389, 0.24959], [-2.60913, 0.45160, 0.83414], [-1.76282, -0.67488, 0.67069], [-2.03932, -1.82111, 1.35810], [-3.14925, -1.90216, 2.20195], [-3.40026, -2.97445, 3.05540], [-2.52722, -4.02207, 3.13223], [-1.39979, -4.02686, 2.29280], [-0.45332, -5.06841, 2.42814], [0.66748, -5.08218, 1.65948], [0.79288, -4.10988, 0.67082], [-0.08673, -3.13663, 0.48562], [-1.17550, -2.98635, 1.34699], [-0.72172, 4.46701, 3.63740], [0.56620, 2.36555, 3.25540], [-2.97751, 4.69361, 2.60826], [-4.80105, 3.66022, 1.22334], [-5.61506, 1.73244, -0.07983], [-4.22156, -0.29806, -0.31682], [-3.82412, -1.05983, 2.22767], [-4.27883, -2.94642, 3.68652], [-2.67004, -4.83833, 3.82634], [-0.63575, -5.83806, 3.16676], [1.42591, -5.84527, 1.74974], [1.60422, -4.14229, -0.04076], [1.99025, -0.46805, -2.99444], [1.98696, 0.89008, -3.32305], [3.13839, 1.58418, -3.59234], [3.10205, 2.95772, -3.90668], [1.92322, 3.64345, -3.92595], [0.71747, 2.96053, -3.63990], [-0.54010, 3.60112, -3.63685], [-1.66439, 2.87729, -3.37836], [-1.53552, 1.49908, -3.11554], [-0.38957, 0.85857, -3.09139], [0.73867, 1.58093, -3.35091], [1.12222, -0.92238, -3.23825], [2.78600, -0.96594, -3.36545], [4.08868, 1.06255, -3.58627], [4.02990, 3.46509, -4.13815], [1.88997, 4.70024, -4.15610], [-0.59227, 4.66351, -3.84118], [-2.64359, 3.33531, -3.36794], [-2.42422, 0.91298, -2.90440], [-1.38975, -4.93312, -1.71646], [-1.24182, -3.01545, -2.07800], [-0.52194, -2.72900, -3.86973], [-3.00964, -2.20559, -1.96177], [0.06404, -2.32309, -0.73076], [-2.06193, -5.39236, -2.44156], [-1.79388, -5.11991, -0.71983], [-0.42100, -5.42891, -1.79658], [-1.11621, -3.30373, -4.58131], [0.51195, -3.06717, -3.95598], [-0.59116, -1.67814, -4.15004], [-3.63446, -2.60199, -2.76353], [-2.94360, -1.12560, -2.07377], [-3.48607, -2.42959, -1.00761], [1.04531, -2.57905, -1.13498], [1.53824, -0.74030, 4.13565], [0.82289, -0.98364, 2.98102], [1.33563, -0.75034, 1.76655], [2.55435, -0.22812, 1.68086], [3.31896, 0.12625, 2.78453], [2.80140, -0.17213, 4.03593], [4.61075, 0.81757, 2.60901], [4.84743, 1.87864, 1.83680], [3.89998, 2.67403, 1.02568], [4.39350, 3.49499, 0.01863], [3.47463, 4.21791, -0.72146], [2.16630, 4.14842, -0.49778], [1.79722, 3.34675, 0.49551], [2.58577, 2.61420, 1.27145], [1.10003, -0.96264, 5.09825], [-0.19132, -1.35800, 3.01587], [2.93145, -0.03933, 0.68074], [3.36654, 0.06760, 4.92844], [5.44585, 0.41588, 3.17353], [5.87063, 2.23481, 1.79076], [5.45416, 3.56570, -0.17976], [3.79609, 4.87481, -1.52135], [0.73254, 3.28257, 0.69310]],
  "atomic_forces_ev_per_a": [[0.094, -0.083, 0.156], [0.007, -0.006, 0.010], [-0.040, -0.008, 0.039], [0.028, -0.034, -0.002], [0.015, -0.015, 0.005], [-0.007, 0.000, -0.018], [-0.009, 0.005, 0.003], [-0.005, -0.007, -0.004], [-0.006, 0.013, 0.000], [0.015, -0.009, 0.008], [-0.026, 0.030, 0.029], [0.000, 0.025, -0.086], [0.006, -0.038, -0.044], [-0.044, -0.013, 0.022], [0.016, -0.004, -0.013], [-0.001, 0.002, 0.012], [0.002, -0.034, 0.030], [-0.011, 0.024, -0.018], [0.001, -0.007, 0.016], [0.026, -0.012, -0.006], [-0.046, -0.001, 0.083], [-0.041, -0.019, -0.073], [-0.002, 0.004, -0.002], [-0.008, -0.001, 0.003], [0.001, 0.002, 0.000], [0.002, 0.002, -0.003], [-0.001, -0.005, -0.002], [-0.011, 0.005, -0.009], [0.001, -0.008, 0.005], [-0.004, 0.004, -0.002], [0.001, -0.003, -0.001], [-0.003, -0.001, 0.002], [0.004, 0.003, -0.005], [0.000, 0.008, -0.004], [0.047, 0.014, -0.003], [0.027, -0.019, -0.002], [0.031, 0.001, -0.005], [-0.019, 0.011, 0.018], [0.004, -0.022, 0.007], [0.073, -0.020, -0.024], [0.002, 0.077, -0.002], [-0.060, -0.046, 0.039], [0.057, -0.108, 0.015], [-0.188, 0.217, -0.113], [0.031, -0.121, 0.062], [-0.038, -0.003, -0.020], [0.007, -0.005, 0.015], [-0.003, 0.001, 0.003], [0.004, 0.003, 0.003], [-0.002, 0.005, -0.005], [0.000, 0.001, -0.003], [-0.005, -0.009, -0.003], [-0.018, -0.018, -0.005], [0.025, -0.020, 0.011], [-0.013, 0.028, -0.007], [-0.001, -0.022, 0.000], [0.003, -0.027, 0.015], [-0.067, 0.089, -0.079], [-0.003, 0.000, -0.003], [-0.007, -0.002, 0.001], [-0.004, -0.013, -0.007], [-0.001, -0.003, 0.003], [0.001, 0.010, 0.000], [0.009, 0.021, -0.017], [0.006, -0.002, -0.004], [-0.005, 0.051, -0.012], [0.006, -0.013, 0.001], [0.003, -0.007, 0.017], [0.030, 0.002, 0.001], [-0.007, 0.018, 0.009], [0.005, 0.065, -0.014], [0.032, 0.013, 0.000], [0.029, 0.001, -0.061], [-0.004, -0.027, 0.032], [-0.048, -0.012, 0.022], [0.018, 0.042, -0.002], [-0.010, -0.057, -0.032], [0.020, 0.015, 0.008], [-0.013, -0.008, -0.011], [0.017, 0.012, 0.010], [-0.012, 0.007, -0.030], [0.023, 0.002, 0.015], [-0.005, 0.003, 0.000], [0.047, 0.039, 0.046], [-0.005, 0.004, 0.001], [-0.003, 0.002, 0.000], [-0.004, 0.002, 0.006], [0.004, 0.001, 0.000], [0.000, 0.004, 0.004], [0.005, -0.002, -0.010], [0.024, 0.015, -0.020]],
  "lowdin_charge": [1.264, -0.040, -0.148, 0.090, -0.183, -0.147, -0.001, -0.028, -0.058, -0.027, -0.286, -0.126, -0.241, 0.000, -0.054, -0.045, -0.153, 0.015, -0.016, -0.052, -0.096, -0.092, 0.110, 0.106, 0.122, 0.117, 0.110, 0.104, 0.112, 0.116, 0.116, 0.129, 0.120, 0.140, 0.099, -0.273, -0.029, -0.091, -0.052, -0.156, 0.002, -0.039, -0.145, 0.049, -0.202, 0.023, 0.100, 0.112, 0.108, 0.116, 0.124, 0.108, 0.097, -0.198, 0.808, -0.210, -0.200, -0.447, 0.029, 0.020, 0.025, 0.030, 0.025, 0.004, 0.034, -0.008, 0.019, 0.032, -0.026, -0.119, -0.040, -0.129, -0.199, 0.005, -0.029, -0.020, -0.264, 0.003, -0.122, 0.107, -0.203, 0.143, 0.115, 0.106, 0.110, 0.127, 0.118, 0.112, 0.115, 0.111, 0.089],
  "gap_ha": 0.25162,
  "total_charge": 1,
  "relative_energy_kj_mol": 90.5,
  "multiplicity": 1
}